one.
Computed, not measured: one molecule with the formula C20H23N5O2, with ωB97M-V/def2-TZVPD.

## Properties
highest occupied orbital energy: -7.51 eV
HOMO-LUMO gap: 0.2963 Eh
SMILES: Cc1nc2cc(NC(=O)Nc3ccc(N4CCOCC4)cc3)ccc2n1C

```
! wB97M-V def2-TZVPD RIJCOSX def2/J DEFGRID3
* xyz 0 1
C 2.526 2.496 2.047
C 1.278 2.212 1.301
N 0.226 1.641 1.810
C -0.691 1.567 0.795
C -1.972 1.035 0.785
C -2.659 1.033 -0.419
C -2.120 1.646 -1.560
C -0.861 2.210 -1.555
C -0.139 2.138 -0.376
N 1.128 2.539 -0.023
C 2.079 3.223 -0.851
H 2.140 4.282 -0.584
H 3.070 2.779 -0.742
H 1.772 3.143 -1.892
H -0.463 2.674 -2.445
H -2.706 1.658 -2.467
N -3.908 0.404 -0.535
C -4.356 -0.762 0.034
O -5.547 -1.004 0.098
N -3.433 -1.653 0.514
C -2.050 -1.715 0.283
C -1.517 -1.488 -0.980
C -0.150 -1.441 -1.165
C 0.728 -1.638 -0.099
C 0.181 -1.951 1.149
C -1.182 -1.993 1.335
H -1.584 -2.206 2.315
H 0.831 -2.117 1.993
N 2.107 -1.469 -0.220
C 2.993 -2.518 0.247
H 2.586 -2.983 1.142
C 4.362 -1.911 0.551
H 5.077 -2.684 0.835
O 4.900 -1.276 -0.587
C 4.029 -0.273 -1.049
C 2.645 -0.829 -1.400
H 1.994 -0.004 -1.691
H 2.745 -1.532 -2.244
H 4.505 0.165 -1.929
H 3.913 0.498 -0.271
H 4.262 -1.183 1.371
H 3.114 -3.293 -0.530
H 0.228 -1.253 -2.158
H -2.178 -1.334 -1.819
H -3.837 -2.370 1.100
H -4.630 0.899 -1.039
H -2.401 0.617 1.679
H 2.393 2.186 3.078
H 3.367 1.951 1.617
H 2.759 3.560 2.017
*
```

two.
Computed, not measured: one molecule with the formula C20H23N5O2, with ωB97M-V/def2-TZVPD.

## Properties
highest occupied orbital energy: -9.15 eV
HOMO-LUMO gap: 0.3438 Eh
SMILES: O=C(NCC1CCCC1)c1ccc(NC(=O)N2Cc3ccccc3C2)nn1

```
! wB97M-V def2-TZVPD RIJCOSX def2/J DEFGRID3
* xyz 0 1
O -1.529 -1.660 3.328
O 2.704 -3.653 -1.970
N 0.475 -0.932 -1.470
N -0.310 -0.371 -0.505
C -1.784 -0.588 2.806
C 2.082 -2.634 -2.185
C 1.163 -2.060 -1.158
C -0.420 -0.894 0.755
C 1.113 -2.625 0.137
C 0.328 -2.033 1.115
C -5.747 3.212 5.508
C -5.791 2.174 6.447
C -4.926 3.053 4.369
C -5.007 1.064 6.249
C -4.109 1.932 4.194
C -4.209 0.890 5.112
N -1.277 -0.208 1.612
N -2.700 0.236 3.493
N 2.345 -1.910 -3.356
C -3.151 1.555 3.079
C -3.387 -0.279 4.704
C 3.405 -2.192 -4.344
C 3.841 1.386 -5.560
C 4.469 1.401 -4.187
C 3.184 0.001 -5.670
C 4.660 -0.025 -3.755
C 4.090 -0.886 -4.902
H 1.663 -3.511 0.388
H 0.257 -2.486 2.105
H -6.397 4.059 5.596
H -6.423 2.241 7.281
H -4.906 3.861 3.600
H -5.041 0.282 6.998
H -1.755 0.555 1.162
H 1.845 -1.030 -3.492
H -2.336 2.260 3.093
H -3.689 1.534 2.136
H -2.718 -0.552 5.492
H -4.010 -1.146 4.432
H 2.997 -2.773 -5.185
H 4.170 -2.871 -3.904
H 4.603 1.578 -6.322
H 3.074 2.178 -5.645
H 5.404 1.957 -4.211
H 3.715 1.887 -3.534
H 2.197 0.010 -5.119
H 3.065 -0.312 -6.750
H 5.713 -0.266 -3.616
H 4.188 -0.213 -2.776
H 4.871 -1.198 -5.574
*
```

Stability verdict: one, ahead by 1.164 eV

one.
Computed, not measured: one molecule with the formula C5H13N2, with ωB97M-V/def2-TZVPD.

## Properties
highest occupied orbital energy (spin up / spin down): -3.47 / -6.13 eV
HOMO-LUMO gap (spin up / spin down): 0.1447 / 0.2352 Eh

```
! wB97M-V def2-TZVPD RIJCOSX def2/J DEFGRID3
* xyz 0 2
C -0.740 -1.581 1.801
C -0.641 -0.444 0.769
C -0.383 -1.061 -0.615
C -0.350 0.128 -1.488
C 0.827 0.690 -1.832
N 1.141 2.084 -1.378
N 0.536 0.443 1.110
H 0.033 -2.344 1.808
H -0.946 -1.032 2.664
H -1.865 -1.943 1.456
H -1.651 0.175 0.816
H 0.646 -1.481 -0.658
H -1.268 -1.576 -0.801
H -1.298 0.453 -1.792
H 1.732 0.106 -2.099
H 0.181 2.510 -1.359
H 1.666 2.563 -2.039
H 0.729 1.131 0.335
H 0.186 1.075 1.841
H 1.464 0.103 1.461
*
```

two.
Computed, not measured: a 2-piece molecular cluster, C5H13N2 overall, with ωB97M-V/def2-TZVPD.

## Properties
highest occupied orbital energy (spin up / spin down): -3.26 / -9.05 eV
HOMO-LUMO gap (spin up / spin down): 0.1470 / 0.3580 Eh

```
! wB97M-V def2-TZVPD RIJCOSX def2/J DEFGRID3
* xyz 0 2
C 0.723 0.333 2.095
C 0.981 0.781 0.867
N 1.975 0.036 0.052
N -0.276 0.763 2.943
H 1.392 -0.393 2.532
H 0.403 1.496 0.314
H 2.748 0.641 -0.299
H 2.389 -0.767 0.603
H 1.505 -0.414 -0.761
H -1.081 1.217 2.534
H -0.465 0.157 3.719
C -1.923 0.056 -0.957
C -0.702 -0.118 -1.820
C -0.353 -1.277 -2.354
H -2.347 1.058 -1.040
H -2.707 -0.649 -1.251
H -1.694 -0.166 0.086
H -0.097 0.761 -2.005
H 0.503 -1.361 -3.009
H -0.974 -2.155 -2.250
*
```

Stability verdict: two, ahead by 1.445 eV

one.
Computed, not measured: one molecule with the formula CH3I2O2P, with ωB97M-V/def2-TZVPD.

## Properties
highest occupied orbital energy: -9.98 eV
HOMO-LUMO gap: 0.2824 Eh

```
! wB97M-V def2-TZVPD RIJCOSX def2/J DEFGRID3
* xyz 0 1
C 0.839 -0.922 -0.336
O -0.528 1.322 -1.193
O -1.844 -0.979 -1.033
P -0.699 -0.047 -0.748
I -1.076 0.585 2.115
I -0.650 3.223 2.115
H 1.548 -0.658 -1.230
H 1.590 -0.496 0.447
H 0.820 -2.028 -0.138
*
```

two.
Computed, not measured: CH3I2O2P as an isolated structure, with ωB97M-V/def2-TZVPD.

## Properties
highest occupied orbital energy: -9.68 eV
HOMO-LUMO gap: 0.3008 Eh

```
! wB97M-V def2-TZVPD RIJCOSX def2/J DEFGRID3
* xyz 0 1
C 0.069 0.017 0.119
O 1.367 0.330 2.712
O 2.064 -1.592 0.829
P 1.622 -0.071 1.037
I 3.780 -2.402 1.370
I 3.447 1.086 -0.094
H -0.635 -0.297 0.967
H -0.242 1.177 -0.089
H -0.134 -0.761 -0.708
*
```

Stability verdict: one, ahead by 1.572 eV

one.
Computed, not measured: a 2-piece molecular cluster, C2HNO2 overall, with ωB97M-V/def2-TZVPD.

## Properties
highest occupied orbital energy: -11.25 eV
HOMO-LUMO gap: 0.4246 Eh

```
! wB97M-V def2-TZVPD RIJCOSX def2/J DEFGRID3
* xyz 0 1
C -2.796 -0.141 0.162
C -0.225 -1.022 -0.001
N -3.009 0.692 -0.583
O 0.571 -0.943 -0.828
O -2.656 -1.123 0.929
H -2.061 -1.590 1.455
*
```

two.
Computed, not measured: one molecule with the formula C2HNO2, with ωB97M-V/def2-TZVPD.

## Properties
highest occupied orbital energy: -11.38 eV
HOMO-LUMO gap: 0.4015 Eh
SMILES: C#C[N+](=O)[O-]

```
! wB97M-V def2-TZVPD RIJCOSX def2/J DEFGRID3
* xyz 0 1
C 1.571 0.051 -0.069
C 0.383 0.106 0.039
N -1.177 0.039 -0.042
O -1.576 -1.084 -0.017
O -1.786 1.048 -0.021
H 2.585 -0.161 0.110
*
```

Stability verdict: one, ahead by 3.912 eV